The following is a quantum chemistry calculation of a structure of composition C13H16N4OS in a non-equilibrium geometry, from the OMol25 dataset.

Properties
LUMO level = -0.0194 Eh
Energy above the lowest of the compared OMol25 structures with the same formula, charge and spin = 13.223 eV
Kohn-Sham gap = 6.86 eV

ORCA input file:
```
! RIJCOSX wB97M-V def2-TZVPD def2/J DEFGRID3
* xyz 0 1
C -6.645 -0.244 -0.347
C -5.038 -0.139 -0.647
C -4.252 -0.578 0.526
C -2.853 -0.614 0.329
H -2.570 -1.229 -0.728
H -2.417 -1.116 1.235
S -2.458 1.038 0.437
C -0.666 0.945 0.082
N -0.198 -0.243 0.122
N 1.213 -0.460 0.151
C 1.969 0.779 0.107
C 3.339 0.364 -0.078
C 4.421 1.112 -0.173
C 5.768 1.123 -0.091
C 6.191 -0.297 -0.244
C 5.228 -1.343 0.092
C 3.951 -1.240 0.091
N 3.047 -2.189 0.205
H 3.568 -2.957 0.049
H 2.059 -1.904 0.278
H 5.595 -2.341 -0.114
H 7.141 -0.397 -0.015
H 6.443 1.966 -0.136
H 4.002 2.367 0.102
C 1.526 2.147 -0.169
O 2.227 3.041 0.008
N 0.149 1.850 0.134
H -0.239 3.122 0.099
H -4.773 -0.151 1.563
H -4.635 -1.758 0.784
H -4.914 1.029 -0.850
H -4.937 -0.710 -1.666
H -6.952 -1.244 -0.267
H -7.254 0.016 -1.316
H -7.035 0.255 0.449
*
```